This record from the Open Molecules 2025 dataset describes a structure of composition C2H5NS at a distorted geometry. The level of theory is ωB97M-V/def2-TZVPD.

Geometry as XYZ:
```
9
Properties=species:S:1:pos:R:3:forces:R:3:lowdin_charge:R:1
C 0.52102 0.07202 -0.39210 -0.373 1.360 -1.085 -0.39
C -0.07082 0.43158 0.96988 0.866 -1.134 0.357 -0.42
N -0.32234 -1.06652 -0.70032 -0.082 -0.946 -1.233 -0.39
S -1.41142 -0.77450 0.61268 -0.768 0.665 0.201 0.79
H 0.30434 0.96660 -0.99675 -0.258 -0.340 -0.377 0.10
H 1.56334 -0.07853 -0.60108 0.743 -0.447 0.682 0.09
H 0.46145 -0.07044 1.81592 -0.184 1.505 -0.393 0.07
H -0.26519 1.51431 0.90845 -0.179 -0.650 1.276 0.08
H -0.78037 -0.99452 -1.61669 0.234 -0.014 0.572 0.06
```
Forces are in eV/Å.

Calculated values
total energy = -532.07474 Eh
orbital gap = 0.3169 Eh
energy above the lowest of the compared OMol25 structures with the same formula, charge and spin = 1.846 eV